This record from the OMol25 dataset describes a structure of composition C20H21BN6Pt at a distorted geometry. The level of theory is ωB97M-V/def2-TZVPD.

Results
2S+1: 5
Net charge: +4
⟨S²⟩: 6.056
Orbital gap (alpha / beta) (eV): 5.5 / 3.8
LUMO energy (alpha / beta) (Eh): -0.5698 / -0.6363

CARTESIAN COORDINATES (ANGSTROEM)
C1 -0.68 0.68 -2.90
N1 -0.48 -0.20 -1.90
N2 -0.48 -1.47 -2.46
C2 -0.71 -1.36 -3.79
C3 -0.84 -0.01 -4.12
B1 -0.34 -2.79 -1.60
N3 1.07 -3.05 -0.93
N4 1.57 -2.30 0.11
C4 2.75 -2.83 0.47
C5 3.03 -3.96 -0.32
C6 1.94 -4.07 -1.19
Pt1 0.49 -0.51 -0.07
N5 -1.38 -2.72 -0.46
N6 -1.23 -1.71 0.43
C7 -2.23 -1.82 1.33
C8 -3.04 -2.93 1.01
C9 -2.47 -3.47 -0.14
H1 -2.30 -1.11 2.15
H2 -2.75 -4.33 -0.75
H3 -3.92 -3.28 1.54
H4 -0.56 -3.73 -2.34
H5 1.72 -4.79 -1.97
H6 -0.77 -2.25 -4.41
H7 3.90 -4.62 -0.27
H8 -1.03 0.42 -5.10
H9 3.33 -2.37 1.27
H10 -0.70 1.74 -2.68
H11 1.92 0.32 1.92
C10 2.84 0.87 2.16
H12 3.59 0.18 2.58
H13 3.25 1.32 1.23
H14 2.62 1.67 2.88
C11 -0.44 5.15 -0.35
C12 0.12 4.16 -1.15
C13 0.22 2.85 -0.67
C14 -0.26 2.51 0.60
C15 -0.13 1.20 1.08
C16 -0.43 0.95 2.43
C17 -0.93 1.96 3.26
C18 -1.12 3.25 2.76
C19 -0.77 3.54 1.43
C20 -0.88 4.85 0.94
H15 -0.51 6.17 -0.72
H16 0.50 4.40 -2.13
H17 0.73 2.10 -1.25
H18 -0.31 -0.04 2.83
H19 -1.17 1.74 4.29
H20 -1.50 4.02 3.41
H21 -1.27 5.64 1.57

This record from the OMol25 dataset describes a structure of composition C39H28AsCl3NO4OsS. The level of theory is ωB97M-V/def2-TZVPD.

Results
Net charge: +1
Orbital gap (eV): 6.2
LUMO energy (Eh): -0.1477
Energy above the lowest of the compared OMol25 structures with the same formula, charge and spin (kJ/mol): 64.9

CARTESIAN COORDINATES (ANGSTROEM)
Os1 0.86 0.51 -0.14
S1 -0.38 1.63 -1.48
C1 -2.08 1.07 -1.44
C2 -2.98 1.70 -2.28
C3 -4.31 1.30 -2.27
C4 -4.73 0.27 -1.43
C5 -3.81 -0.36 -0.59
C6 -2.49 0.06 -0.59
As1 -1.10 -0.73 0.48
C7 -1.37 -2.62 0.23
C8 -1.63 -3.10 -1.05
C9 -1.82 -4.46 -1.23
C10 -1.76 -5.34 -0.15
C11 -1.51 -4.85 1.12
C12 -1.31 -3.49 1.32
C13 -1.53 -0.33 2.31
C14 -0.66 -0.74 3.32
C15 -0.93 -0.39 4.63
C16 -2.04 0.38 4.94
C17 -2.90 0.80 3.93
C18 -2.64 0.45 2.61
H1 -2.65 2.49 -2.94
H2 -5.02 1.78 -2.92
H3 -5.76 -0.04 -1.43
H4 -4.13 -1.17 0.05
H5 -1.69 -2.43 -1.89
H6 -2.02 -4.85 -2.23
H7 -1.91 -6.40 -0.31
H8 -1.47 -5.52 1.96
H9 -1.12 -3.11 2.32
H10 0.24 -1.30 3.09
H11 -0.26 -0.71 5.42
H12 -2.25 0.66 5.96
H13 -3.76 1.41 4.16
H14 -3.30 0.79 1.83
Cl1 1.15 -6.34 -2.44
C19 1.43 -4.69 -1.99
C20 1.37 -3.69 -2.95
C21 1.55 -2.37 -2.58
C22 1.78 -2.05 -1.25
O1 2.00 -0.74 -0.92
C23 1.86 -3.05 -0.29
C24 2.09 -2.75 1.14
O2 2.00 -1.65 1.64
C25 1.69 -4.38 -0.67
H15 1.19 -3.95 -3.98
H16 1.52 -1.58 -3.31
H17 2.35 -3.62 1.76
H18 1.74 -5.16 0.08
Cl2 4.24 7.84 0.98
C26 3.05 7.57 -0.25
C27 2.93 8.49 -1.28
C28 1.98 8.29 -2.26
C29 1.17 7.17 -2.23
C30 1.32 6.25 -1.21
Cl3 0.35 4.81 -1.23
C31 2.25 6.43 -0.18
N1 2.41 5.48 0.83
C32 1.36 5.22 1.76
C33 0.27 6.08 1.89
C34 -0.74 5.79 2.78
C35 -0.68 4.65 3.57
C36 0.40 3.80 3.44
C37 1.43 4.07 2.54
C38 2.55 3.06 2.36
C39 2.11 2.11 1.30
O3 1.10 1.29 1.61
O4 2.53 2.02 0.15
H19 3.58 9.35 -1.29
H20 1.87 9.01 -3.06
H21 0.43 6.99 -3.00
H22 3.31 5.55 1.27
H23 0.23 6.98 1.29
H24 -1.58 6.47 2.87
H25 -1.47 4.42 4.27
H26 0.46 2.89 4.04
H27 2.69 2.50 3.28
H28 3.49 3.50 2.06

This record from the OMol25 dataset describes a structure of composition Br2H2N2 at a distorted geometry. The level of theory is ωB97M-V/def2-TZVPD.

Results
Orbital gap (eV): 7.0
LUMO energy (Eh): -0.0698
Energy above the lowest of the compared OMol25 structures with the same formula, charge and spin (kJ/mol): 327.1

CARTESIAN COORDINATES (ANGSTROEM)
N1 0.19 1.36 -0.01
N2 0.71 -1.17 0.02
Br1 -1.55 1.25 -0.01
Br2 -0.95 -1.70 -0.03
H1 0.56 1.39 -0.96
H2 1.04 -1.13 0.99

This record from the OMol25 dataset describes a cluster of 2 separate species, C2H7NO2P2 in total at a distorted geometry. The level of theory is ωB97M-V/def2-TZVPD.

Results
Structure (SMILES): O=C1O[C@H]1[PH]#[PH2].N
Orbital gap (eV): 9.6
LUMO energy (Eh): 0.0247
Energy above the lowest of the compared OMol25 structures with the same formula, charge and spin (kJ/mol): 223.6

CARTESIAN COORDINATES (ANGSTROEM)
C1 0.67 2.37 0.90
C2 -0.42 1.68 1.41
N1 0.14 -1.04 1.66
O1 1.78 2.44 0.50
O2 -0.25 3.13 1.45
P1 -0.50 0.18 -1.32
P2 -1.74 0.91 0.33
H1 -0.34 1.26 2.32
H2 0.39 -0.94 2.71
H3 0.66 -1.84 1.28
H4 -0.79 -1.28 1.84
H5 -1.38 -0.95 -1.58
H6 -0.87 1.10 -2.23
H7 -2.42 2.03 -0.15

This record from the OMol25 dataset describes a structure of composition C20H19IrN3S. The level of theory is ωB97M-V/def2-TZVPD.

Results
2S+1: 6
Net charge: +2
⟨S²⟩: 8.794
Orbital gap (alpha / beta) (eV): 8.4 / 5.6
LUMO energy (alpha / beta) (Eh): -0.1997 / -0.3273
Energy above the lowest of the compared OMol25 structures with the same formula, charge and spin (kJ/mol): 0.0

CARTESIAN COORDINATES (ANGSTROEM)
Ir1 -0.20 0.47 -0.88
N1 -1.18 0.67 2.17
C1 -0.44 -0.42 2.32
C2 0.67 -0.39 3.24
C3 1.30 -1.54 3.57
C4 0.88 -2.76 3.00
C5 -0.15 -2.81 2.06
C6 -0.79 -1.65 1.65
C7 -1.83 -1.67 0.60
C8 -2.86 -2.61 0.70
C9 -3.85 -2.67 -0.26
C10 -3.80 -1.83 -1.35
C11 -2.75 -0.93 -1.50
C12 -1.75 -0.81 -0.52
H1 -0.99 1.48 2.75
H2 -2.08 0.62 1.71
H3 0.93 0.56 3.70
H4 2.10 -1.54 4.30
H5 1.39 -3.68 3.28
H6 -0.42 -3.75 1.60
H7 -2.90 -3.27 1.56
H8 -4.66 -3.39 -0.15
H9 -4.57 -1.89 -2.11
H10 -2.70 -0.32 -2.39
S1 0.23 0.63 -3.23
C13 -0.26 2.28 -2.98
C14 -0.36 3.26 -3.96
C15 -0.79 4.52 -3.56
C16 -1.10 4.75 -2.23
C17 -0.97 3.72 -1.31
N2 -0.56 2.51 -1.68
H11 -0.11 3.03 -4.98
H12 -0.89 5.31 -4.29
H13 -1.44 5.72 -1.90
H14 -1.21 3.87 -0.27
C18 4.77 -1.49 0.19
C19 4.38 0.00 0.24
C20 2.96 0.19 -0.05
N3 1.85 0.34 -0.27
H15 5.83 -1.57 0.41
H16 4.59 -1.91 -0.80
H17 4.22 -2.06 0.93
H18 4.94 0.58 -0.50
H19 4.58 0.44 1.22

This record from the OMol25 dataset describes a cluster of 20 separate species, C31H9BCl76F9NO5S in total at a distorted geometry. The level of theory is ωB97M-V/def2-TZVPD.

Results
Orbital gap (eV): 9.5
LUMO energy (Eh): -0.0190

CARTESIAN COORDINATES (ANGSTROEM)
O1 7.59 -4.21 2.28
C1 8.45 -3.41 2.09
N1 9.84 -3.68 1.95
C2 10.60 -2.49 1.76
O2 11.79 -2.47 1.68
C3 9.60 -1.33 1.65
C4 9.78 0.00 1.42
C5 8.64 0.79 1.36
O3 8.78 2.16 1.11
B1 8.65 2.38 -0.26
O4 8.32 1.38 -1.18
O5 8.85 3.64 -0.75
C6 7.37 0.27 1.55
C7 6.12 1.15 1.45
C8 5.04 0.78 2.49
C9 3.59 0.82 1.93
F1 3.56 1.80 1.01
F2 2.82 1.10 2.99
C10 3.31 -0.58 1.36
F3 4.33 -1.02 0.60
F4 3.27 -1.42 2.39
S1 1.71 -0.83 0.37
F5 2.37 -0.17 -0.91
F6 1.05 0.53 0.85
F7 1.02 -1.52 1.65
F8 2.22 -2.30 -0.03
F9 0.41 -1.11 -0.50
C11 7.28 -1.08 1.81
C12 8.36 -1.92 1.87
H1 10.04 -4.31 1.18
H2 10.78 0.38 1.24
H3 7.42 1.49 -1.50
H4 8.42 3.69 -1.61
H5 5.79 1.08 0.41
H6 6.48 2.17 1.66
H7 5.05 1.56 3.26
H8 5.22 -0.16 3.01
H9 6.29 -1.51 1.96
C13 4.60 -5.16 5.00
Cl1 3.86 -4.35 3.62
Cl2 4.97 -6.84 4.57
Cl3 6.09 -4.33 5.46
Cl4 3.47 -5.14 6.36
C14 -3.27 -3.21 -2.60
Cl5 -4.80 -3.75 -3.31
Cl6 -2.39 -4.61 -1.97
Cl7 -2.31 -2.44 -3.87
Cl8 -3.62 -2.10 -1.28
C15 -0.19 -4.96 3.71
Cl9 -0.53 -4.89 5.45
Cl10 0.93 -3.67 3.29
Cl11 0.52 -6.53 3.30
Cl12 -1.70 -4.74 2.81
C16 -5.67 0.13 1.55
Cl13 -5.74 1.47 2.70
Cl14 -5.83 0.75 -0.10
Cl15 -4.11 -0.70 1.70
Cl16 -6.98 -1.00 1.90
C17 11.07 2.76 4.61
Cl17 9.99 2.23 5.91
Cl18 10.76 4.46 4.25
Cl19 12.75 2.55 5.11
Cl20 10.76 1.78 3.16
C18 -4.64 0.65 -6.07
Cl21 -5.09 2.07 -5.12
Cl22 -5.72 0.53 -7.47
Cl23 -2.96 0.82 -6.62
Cl24 -4.82 -0.84 -5.12
C19 -5.81 5.30 -2.55
Cl25 -6.58 6.86 -2.87
Cl26 -6.91 3.99 -3.01
Cl27 -4.32 5.17 -3.48
Cl28 -5.44 5.17 -0.82
C20 -1.45 2.18 -3.11
Cl29 -0.78 2.69 -4.66
Cl30 -2.84 1.12 -3.41
Cl31 -0.21 1.31 -2.19
Cl32 -1.95 3.61 -2.18
C21 4.54 -3.40 -3.17
Cl33 3.66 -4.90 -2.85
Cl34 6.16 -3.78 -3.75
Cl35 3.67 -2.46 -4.40
Cl36 4.64 -2.45 -1.68
C22 -2.64 -3.57 8.58
Cl37 -2.51 -1.97 9.32
Cl38 -3.22 -3.40 6.92
Cl39 -1.04 -4.35 8.59
Cl40 -3.78 -4.55 9.50
C23 11.75 -1.81 5.69
Cl41 11.27 -0.34 6.52
Cl42 10.60 -2.14 4.38
Cl43 13.36 -1.59 5.00
Cl44 11.77 -3.17 6.82
C24 -10.41 3.23 -5.36
Cl45 -10.24 4.78 -4.53
Cl46 -11.06 3.49 -6.98
Cl47 -8.83 2.44 -5.48
Cl48 -11.51 2.19 -4.44
C25 -3.56 2.89 -10.79
Cl49 -5.18 2.58 -11.45
Cl50 -3.42 4.61 -10.36
Cl51 -3.32 1.92 -9.34
Cl52 -2.34 2.46 -12.00
C26 -10.67 5.27 -0.66
Cl53 -11.63 3.82 -0.32
Cl54 -9.11 4.79 -1.36
Cl55 -11.54 6.31 -1.80
Cl56 -10.39 6.15 0.85
C27 -0.29 -10.22 5.53
Cl57 -1.91 -10.68 4.99
Cl58 -0.19 -8.46 5.67
Cl59 0.04 -10.96 7.10
Cl60 0.91 -10.78 4.35
C28 -4.40 -0.44 6.05
Cl61 -4.99 1.21 5.86
Cl62 -5.36 -1.53 5.04
Cl63 -2.71 -0.53 5.57
Cl64 -4.56 -0.93 7.75
C29 -1.62 5.95 -14.61
Cl65 -2.03 5.68 -12.92
Cl66 -0.46 7.28 -14.74
Cl67 -0.91 4.48 -15.29
Cl68 -3.09 6.36 -15.52
C30 -10.57 -3.22 2.25
Cl69 -11.01 -2.04 1.01
Cl70 -10.13 -4.75 1.48
Cl71 -9.20 -2.61 3.18
Cl72 -11.95 -3.48 3.33
C31 -14.78 9.32 -2.76
Cl73 -16.40 8.65 -3.00
Cl74 -13.72 8.07 -2.09
Cl75 -14.13 9.87 -4.31
Cl76 -14.87 10.68 -1.64

This record from the OMol25 dataset describes a structure of composition C28H55Cl18IN2O2P at a distorted geometry. The level of theory is ωB97M-V/def2-TZVPD.

Results
Net charge: +1
Orbital gap (eV): 8.3
LUMO energy (Eh): -0.1049

CARTESIAN COORDINATES (ANGSTROEM)
C1 5.90 0.90 1.82
C2 4.47 0.74 2.44
O1 3.56 1.59 1.71
C3 2.39 1.72 2.54
N1 1.21 2.08 1.71
C4 1.21 3.07 0.69
I1 2.80 4.32 0.02
C5 -0.12 3.12 0.12
N2 -0.79 2.10 0.96
O2 -2.11 1.86 0.74
C6 -0.03 1.47 1.89
P1 -0.38 0.11 3.13
C7 -0.02 -1.56 2.29
C8 1.53 -1.90 2.31
C9 -2.17 0.07 3.65
C10 -3.13 -0.44 2.44
H1 6.17 2.00 1.89
H2 5.85 0.65 0.73
H3 6.68 0.31 2.35
H4 4.48 0.96 3.54
H5 4.19 -0.35 2.32
H6 2.26 0.75 3.07
H7 2.59 2.54 3.29
H8 -0.53 3.73 -0.72
H9 -2.63 2.27 1.46
H10 -0.40 -1.49 1.23
H11 -0.64 -2.30 2.88
H12 2.01 -1.40 1.42
H13 1.64 -3.00 2.16
H14 1.98 -1.55 3.28
H15 -2.54 1.01 4.14
H16 -2.25 -0.74 4.43
H17 -2.46 -0.48 1.54
H18 -3.57 -1.45 2.64
H19 -3.92 0.34 2.24
Cl1 6.71 -1.65 -0.22
C11 7.27 -3.04 0.74
C12 6.12 -3.90 1.23
Cl2 5.13 -3.07 2.46
H20 7.87 -2.66 1.57
H21 7.92 -3.63 0.10
H22 6.51 -4.80 1.70
H23 5.47 -4.20 0.41
Cl3 -5.73 -0.71 -0.81
C13 -6.89 -1.96 -0.27
C14 -6.91 -2.11 1.23
Cl4 -5.39 -2.81 1.86
H24 -6.64 -2.89 -0.76
H25 -7.87 -1.64 -0.62
H26 -7.72 -2.78 1.53
H27 -7.06 -1.15 1.73
Cl5 7.33 -1.15 -5.62
C15 6.21 -2.41 -5.03
C16 6.27 -2.55 -3.53
Cl6 7.82 -3.23 -2.97
H28 6.46 -3.34 -5.54
H29 5.21 -2.11 -5.34
H30 5.48 -3.24 -3.20
H31 6.12 -1.60 -3.03
Cl7 -1.58 4.16 -5.98
C17 -2.00 3.16 -4.56
C18 -2.37 3.99 -3.36
Cl8 -0.96 4.87 -2.70
H32 -1.16 2.50 -4.35
H33 -2.86 2.54 -4.86
H34 -2.75 3.35 -2.56
H35 -3.14 4.73 -3.60
Cl9 -7.45 -1.06 5.43
C19 -5.71 -0.93 5.78
C20 -5.27 0.50 5.99
Cl10 -5.36 1.45 4.48
H36 -5.17 -1.40 4.96
H37 -5.52 -1.51 6.68
H38 -4.23 0.52 6.32
H39 -5.88 1.00 6.74
Cl11 -6.80 -5.33 0.03
C21 -6.74 -6.57 1.30
C22 -8.11 -7.05 1.69
Cl12 -9.05 -5.80 2.54
H40 -6.20 -6.16 2.15
H41 -6.15 -7.40 0.90
H42 -8.03 -7.90 2.37
H43 -8.69 -7.37 0.82
Cl13 -3.97 7.21 -4.09
C23 -3.03 7.64 -5.54
C24 -2.03 8.74 -5.27
Cl14 -2.81 10.30 -4.93
H44 -3.74 7.93 -6.32
H45 -2.52 6.74 -5.87
H46 -1.40 8.88 -6.15
H47 -1.39 8.49 -4.42
Cl15 -1.38 7.51 2.03
C25 -1.85 6.31 3.26
C26 -1.03 5.04 3.15
Cl16 -1.40 4.12 1.66
H48 -2.92 6.11 3.14
H49 -1.69 6.77 4.23
H50 -1.26 4.39 3.99
H51 0.04 5.25 3.16
Cl17 7.93 -6.17 -9.09
C27 8.98 -5.24 -8.00
C28 8.88 -5.70 -6.56
Cl18 7.29 -5.32 -5.85
H52 8.73 -4.18 -8.10
H53 10.01 -5.37 -8.36
H54 9.63 -5.19 -5.96
H55 9.04 -6.77 -6.48

This record from the OMol25 dataset describes a structure of composition C14H11N4O8RhSe. The level of theory is ωB97M-V/def2-TZVPD.

Results
2S+1: 5
⟨S²⟩: 6.021
Orbital gap (alpha / beta) (eV): 8.1 / 6.4
LUMO energy (alpha / beta) (Eh): -0.0501 / -0.1338
Energy above the lowest of the compared OMol25 structures with the same formula, charge and spin (kJ/mol): 0.0

CARTESIAN COORDINATES (ANGSTROEM)
Rh1 -0.30 -0.84 0.64
N1 -0.69 -1.05 2.89
C1 -0.71 0.31 3.46
C2 -0.54 1.44 2.42
O1 -0.67 2.58 2.77
O2 -0.18 1.08 1.20
H1 -1.61 -1.47 2.83
H2 -0.09 -1.67 3.40
H3 0.12 0.41 4.17
H4 -1.62 0.50 4.02
Se1 1.28 -2.68 0.33
C3 2.97 -1.85 0.52
C4 3.11 -0.47 0.69
C5 4.39 0.04 0.82
N2 5.49 -0.70 0.80
C6 5.35 -2.01 0.64
C7 4.12 -2.64 0.49
H5 2.25 0.19 0.71
H6 4.53 1.11 0.95
H7 6.26 -2.60 0.63
H8 4.06 -3.71 0.35
O3 -4.24 -1.75 -0.29
C8 -3.08 -1.40 -0.30
O4 -2.15 -1.83 0.51
C9 -2.60 -0.30 -1.24
C10 -1.32 -0.34 -1.77
C11 -0.83 0.75 -2.47
C12 -1.59 1.88 -2.70
C13 -2.88 1.86 -2.20
C14 -3.40 0.81 -1.47
N3 -3.72 3.06 -2.43
O5 -4.84 3.04 -1.96
O6 -3.27 3.93 -3.14
N4 0.57 0.71 -2.94
O7 0.90 1.51 -3.78
O8 1.27 -0.20 -2.53
H9 -0.71 -1.24 -1.71
H10 -1.20 2.73 -3.24
H11 -4.41 0.85 -1.08

E_tot values (in Ha) by entry order: -1245.5776 -5963.7510 -5258.5349 -968.2426 -1439.6442 -37913.8500 -10281.9605 -3872.7987.